Density functional theory data (wB97M-V/def2-TZVPD) for a molecular structure, C47H46HoN4O5P2 in a non-equilibrium geometry.

Values from the calculation:
Energy relative to the best compared isomer or geometry (same formula, charge and spin) ... 7.0 kcal/mol
Calculated total energy ... -110039.5703 eV
HOMO (alpha / beta) ... -15.221 / -15.221 eV
Frontier orbital gap (alpha / beta) ... 7.42 / 7.34 eV

The geometry in ORCA input format:
```
! RIJCOSX wB97M-V def2-TZVPD def2/J DEFGRID3
* xyz 3 5
Ho -0.525 -0.732 0.050
C 1.649 4.938 3.163
C 1.678 4.637 1.651
C 2.306 5.821 0.891
C 0.268 4.414 1.145
C -0.618 5.487 1.077
C -1.885 5.369 0.537
C -2.289 4.150 0.034
C -1.442 3.050 0.122
P -2.067 1.441 -0.413
C -3.451 1.234 0.752
C -3.104 0.821 2.038
C -4.074 0.699 3.016
C -5.392 1.016 2.716
C -5.736 1.460 1.447
C -4.769 1.565 0.458
C -2.788 1.640 -2.070
C -3.672 0.642 -2.496
C -4.190 0.681 -3.781
C -3.813 1.698 -4.653
C -2.928 2.682 -4.235
C -2.410 2.654 -2.946
C -0.183 3.170 0.718
O 0.567 1.994 0.868
C 1.930 2.146 1.171
C 2.721 0.991 1.158
C 4.105 1.104 1.257
C 4.694 2.337 1.447
C 3.888 3.451 1.575
C 2.504 3.384 1.436
P 1.996 -0.680 1.121
C 3.103 -1.480 -0.093
C 2.960 -1.014 -1.404
C 3.822 -1.435 -2.401
C 4.830 -2.342 -2.096
C 4.962 -2.827 -0.803
C 4.098 -2.402 0.201
C 2.293 -1.421 2.750
C 1.199 -2.030 3.372
C 1.348 -2.656 4.599
C 2.590 -2.675 5.216
C 3.677 -2.058 4.611
C 3.534 -1.425 3.387
H 1.103 5.861 3.359
H 2.663 5.053 3.545
H 1.168 4.127 3.713
H 1.669 6.700 0.942
H 2.460 5.570 -0.160
H 3.264 6.101 1.324
H -0.309 6.448 1.462
H -2.547 6.223 0.500
H -3.268 4.037 -0.416
H -2.061 0.642 2.295
H -3.807 0.367 4.010
H -6.154 0.926 3.479
H -6.759 1.732 1.227
H -5.044 1.897 -0.536
H -3.979 -0.131 -1.798
H -4.926 -0.053 -4.092
H -4.231 1.743 -5.651
H -2.656 3.486 -4.905
H -1.729 3.431 -2.620
H 4.724 0.222 1.167
H 5.769 2.428 1.512
H 4.348 4.409 1.773
H 2.197 -0.264 -1.619
H 3.729 -1.043 -3.406
H 5.521 -2.661 -2.864
H 5.756 -3.524 -0.569
H 4.211 -2.787 1.206
H 0.225 -2.009 2.898
H 0.501 -3.127 5.081
H 2.710 -3.166 6.172
H 4.645 -2.065 5.095
H 4.386 -0.924 2.948
C 1.998 -4.569 -1.624
C 0.814 -4.398 -0.746
N 0.011 -3.342 -0.701
C -0.949 -3.655 0.251
C -0.681 -4.863 0.821
N 0.406 -5.330 0.138
C -1.235 -5.625 1.981
O -1.982 -4.935 2.837
O -0.972 -6.780 2.117
C -1.831 -2.514 0.565
O -1.735 -2.022 1.715
O -2.270 -1.837 -0.415
H 2.158 -3.671 -2.214
H 1.864 -5.422 -2.292
H 2.891 -4.756 -1.027
H 0.817 -6.239 0.316
H -2.038 -3.987 2.662
N -2.698 -2.733 -5.446
C -1.599 -1.870 -4.895
C -1.519 -1.970 -3.367
N -0.651 -0.937 -2.794
H -2.764 -2.638 -6.462
H -3.603 -2.474 -5.047
H -2.544 -3.724 -5.246
H -1.807 -0.843 -5.196
H -0.667 -2.187 -5.360
H -1.130 -2.942 -3.058
H -2.512 -1.851 -2.930
H -1.016 -0.018 -3.043
H 0.277 -1.014 -3.201
*
```